Entry 1:
Below is one molecule with the formula C4H9NOS, with properties calculated with wB97M-V/def2-TZVPD.

SMILES	NC(=O)CCCS
E_HOMO	-9.26	eV
ΔE to the lowest compared entry with this formula, charge and spin	24.2	kcal per mole
E	-685.98038	a.u.
charge	0

The geometry in XYZ format:
```
16
C4H9NOS | OMol25 | wB97M-V/def2-TZVPD
N 2.73683 -0.15213 0.00126
C 1.57456 -0.51032 -0.67712
O 1.47601 -0.29465 -1.87784
C 0.58694 -1.21518 0.12852
C -0.08204 -0.24162 1.19621
C -0.83264 0.93920 0.55993
S -2.55668 0.57121 0.11482
H 3.41212 0.26999 -0.66961
H 2.37584 0.50189 0.71553
H 1.01876 -2.03519 0.67366
H -0.12208 -1.79152 -0.51390
H 0.80557 0.06753 1.89151
H -0.72535 -0.82607 1.88620
H -0.46687 1.17497 -0.41093
H -0.79200 1.71379 1.30162
H -3.04604 1.37482 1.05736
```

---

Entry 2:
Below is a 3-piece molecular cluster, C23H32NO14P3 overall, with properties calculated with wB97M-V/def2-TZVPD.

SMILES	CC(=O)N(C)c1cccc2c1C(=O)c1ccc(P(=O)(O)O)cc1C2=O.COP(=O)(OC)OC.COP(=O)(OC)OC
E_HOMO	-9.60	eV
E	-3028.11676	a.u.
charge	0

The geometry in XYZ format:
```
73
C23H32NO14P3 | OMol25 | wB97M-V/def2-TZVPD
C 3.53305 -0.75099 4.67185
C 3.83603 0.54490 3.91263
O 3.76833 1.59226 4.53029
N 4.20956 0.54532 2.54103
C 4.16030 -0.78160 1.89516
C 3.55265 1.57762 1.78495
C 4.34609 2.64042 1.37103
C 3.86163 3.69557 0.61180
C 2.52014 3.72363 0.25632
C 1.71761 2.68078 0.66615
C 2.20162 1.61173 1.42343
C 1.25212 0.50763 1.79762
O 1.25529 -0.09774 2.85001
C 0.17805 0.17295 0.77027
C -0.32513 -1.09787 0.60973
C -1.32625 -1.28361 -0.35679
C -1.79914 -0.24078 -1.14434
P -3.07300 -0.57633 -2.39429
O -4.43005 -0.65437 -1.87735
O -2.89258 0.55360 -3.53537
O -2.62233 -1.99805 -3.09594
C -1.26758 1.03476 -0.93768
C -0.30049 1.25122 0.01165
C 0.25656 2.63818 0.26576
O -0.44082 3.62344 0.15822
H 2.93842 -0.54249 5.56357
H 2.93577 -1.44757 4.06519
H 4.45492 -1.29903 4.91947
H 3.16313 -1.23204 1.83615
H 4.84433 -1.43970 2.44676
H 4.59536 -0.67289 0.89253
H 5.40309 2.64381 1.63715
H 4.57714 4.46137 0.31460
H 2.11501 4.54526 -0.33303
H 0.05149 -1.89875 1.24397
H -1.78252 -2.25683 -0.55039
H -2.00989 0.49865 -3.93209
H -1.65685 -2.02905 -2.98752
H -1.64674 1.84640 -1.56187
C -5.21418 -0.70809 6.03667
O -4.38365 -1.46265 5.14935
P -4.55777 -1.29973 3.58387
O -3.64674 -2.10896 2.77667
O -4.41812 0.27059 3.33896
C -3.12734 0.85627 3.54129
O -6.09923 -1.56409 3.35130
C -6.59249 -1.40493 2.01210
H -4.58160 -0.04683 6.62836
H -5.95159 -0.10986 5.50292
H -5.72965 -1.39757 6.70264
H -2.33848 0.10288 3.55854
H -3.12746 1.40062 4.48628
H -2.93352 1.55331 2.72806
H -5.90618 -1.84379 1.28797
H -6.73119 -0.34624 1.79383
H -7.55153 -1.91214 1.94366
C 2.42621 1.38877 -6.32289
O 2.22872 0.85597 -5.00718
P 1.64729 -0.60284 -4.83005
O 1.48503 -1.02201 -3.43955
O 2.60369 -1.53179 -5.70121
C 3.94618 -1.71619 -5.23606
O 0.31403 -0.57819 -5.68547
C -0.41462 -1.80912 -5.77609
H 3.48870 1.58339 -6.46366
H 2.08416 0.70645 -7.09994
H 1.87873 2.32542 -6.40503
H 4.05552 -1.42717 -4.19045
H 4.62000 -1.11705 -5.84883
H 4.20668 -2.76670 -5.34223
H -0.45310 -2.30640 -4.80803
H 0.04893 -2.46565 -6.51202
H -1.42984 -1.58550 -6.09440
```

---

Entry 3:
Below is C6H10FeO8 as an isolated structure, with properties calculated with wB97M-V/def2-TZVPD.

⟨S²⟩	6.007
multiplicity	5
E_HOMO (spin up / spin down)	-6.70 / -6.63	eV
ΔE to the lowest compared entry with this formula, charge and spin	0.0	kcal per mole
E	-2100.26817	a.u.
charge	0

The geometry in XYZ format:
```
25
C6H10FeO8 | OMol25 | wB97M-V/def2-TZVPD
Fe 0.82879 -1.06539 0.61760
C -0.42764 2.68657 -0.63529
C -1.58468 3.12530 -1.36924
C -2.55165 2.02554 -1.84750
O -3.52214 2.33708 -2.49605
C -2.29070 0.65598 -1.45872
C -1.20851 0.31101 -0.74191
C -0.21804 1.38347 -0.30013
O 0.83070 0.94668 0.33558
O -0.91321 -0.90847 -0.38087
O -1.76704 4.26999 -1.71892
H 0.32977 3.39323 -0.31362
H -2.94464 -0.13682 -1.79846
O 0.63897 -3.16955 0.85302
H 0.40766 -3.85883 0.22411
H 0.78631 -3.61677 1.69132
O -0.25490 -0.82207 2.37565
H -0.89378 -1.48605 2.64996
H -0.51797 0.00051 2.79957
O 2.68867 -0.79457 1.79284
H 3.50096 -0.39282 1.47378
H 2.72694 -0.75589 2.75192
O 1.97223 -1.31564 -1.15145
H 2.52930 -0.71559 -1.65516
H 1.85460 -2.09690 -1.69806
```

---

Entry 4:
Below is C41H53AuN3O3P3 as an isolated structure, with properties calculated with wB97M-V/def2-TZVPD.

E_HOMO	-13.16	eV
ΔE to the lowest compared entry with this formula, charge and spin	0.0	kcal per mole
E	-3143.54677	a.u.
charge	+2

The geometry in XYZ format:
```
104
C41H53AuN3O3P3 | OMol25 | wB97M-V/def2-TZVPD
Au 0.37175 -0.82202 -1.15849
C 0.25104 -4.20133 -0.99978
C -1.07011 -3.70479 -0.40287
P -1.05458 -1.98565 0.18314
C -0.54431 -1.86868 1.89153
C -0.70606 -2.93270 2.77898
C -0.34444 -2.77799 4.10762
C 0.16739 -1.56602 4.55003
C 0.32175 -0.50341 3.66880
C -0.02520 -0.64988 2.33621
C -2.67482 -1.27375 -0.01655
C -3.27993 -0.60052 1.04715
C -4.54736 -0.06741 0.88182
C -5.20335 -0.19803 -0.33412
C -4.59685 -0.85716 -1.39723
C -3.33113 -1.39039 -1.24616
C 1.46726 -3.87133 -0.12754
P 2.05175 -2.14947 -0.30673
C 3.30842 -2.09547 -1.58698
C 4.63791 -1.83947 -1.24639
C 5.60898 -1.83320 -2.23458
C 5.26032 -2.07806 -3.55593
C 3.93800 -2.33380 -3.89702
C 2.96042 -2.33975 -2.91760
C 2.77962 -1.62043 1.23918
C 3.12388 -0.27535 1.38480
C 3.77400 0.14742 2.53126
C 4.07467 -0.76225 3.53652
C 3.72964 -2.09969 3.39499
C 3.08605 -2.53569 2.24721
H 0.37504 -3.79168 -2.00473
H 0.18260 -5.28274 -1.11666
H -1.37549 -4.32664 0.44164
H -1.87352 -3.76706 -1.13772
H -1.12294 -3.87774 2.45598
H -0.47047 -3.60087 4.79794
H 0.44366 -1.44833 5.58955
H 0.71964 0.43899 4.02096
H 0.12000 0.17338 1.64100
H -2.77753 -0.50933 2.00064
H -5.02648 0.44223 1.70635
H -6.19566 0.21524 -0.45602
H -5.11190 -0.95177 -2.34319
H -2.85448 -1.88076 -2.08587
H 2.31822 -4.50471 -0.38419
H 1.23282 -4.04416 0.92507
H 4.91668 -1.64723 -0.21816
H 6.63987 -1.63966 -1.97037
H 6.02212 -2.07083 -4.32415
H 3.66859 -2.52238 -4.92718
H 1.92993 -2.51419 -3.20011
H 2.86595 0.44524 0.61929
H 4.04295 1.19126 2.63319
H 4.58547 -0.43150 4.43135
H 3.97307 -2.80974 4.17371
H 2.85277 -3.58725 2.14719
C -0.61749 1.22298 -4.48844
C -0.19840 0.43459 -3.29800
O -1.05625 0.15649 -2.38433
O 0.98305 0.02676 -3.13549
H -0.96747 2.20212 -4.15845
H -1.45642 0.72741 -4.97623
H 0.20886 1.33458 -5.18471
O 0.98373 1.37150 -0.43344
P 1.74240 2.66029 -0.62233
N 2.96208 2.70074 -1.71344
C 4.26484 2.04699 -1.47206
C 4.91497 1.99479 -2.85398
C 3.71882 1.88065 -3.79630
C 2.71447 2.83782 -3.16449
N 2.51624 2.98760 0.80572
C 3.51751 4.07234 0.95079
C 3.01318 4.89956 2.12666
C 2.37883 3.83792 3.02099
C 1.67077 2.92805 2.02044
N 0.68185 3.81955 -1.07525
C -0.76350 3.63132 -1.26793
C -1.10695 4.72723 -2.26687
C -0.23511 5.88979 -1.79310
C 1.07024 5.21719 -1.34546
H 4.12394 1.03776 -1.07003
H 4.86279 2.61438 -0.75885
H 5.61515 1.16520 -2.94031
H 5.46423 2.91830 -3.04486
H 3.31516 0.86676 -3.77770
H 3.95298 2.14525 -4.82632
H 1.68012 2.60135 -3.41298
H 2.91196 3.86581 -3.48068
H 3.62109 4.64289 0.02859
H 4.49349 3.63732 1.18437
H 2.25223 5.60953 1.79411
H 3.80825 5.46036 2.61405
H 1.69555 4.24393 3.76465
H 3.15974 3.28488 3.54982
H 0.66166 3.30023 1.80730
H 1.58001 1.89995 2.37332
H -1.30548 3.79324 -0.32930
H -0.98153 2.62196 -1.61010
H -2.16848 4.96758 -2.28278
H -0.80800 4.42313 -3.27368
H -0.70938 6.38467 -0.94442
H -0.06382 6.64127 -2.56071
H 1.47618 5.69866 -0.45390
H 1.83482 5.25617 -2.12449
```